Record 1
The following is a quantum chemistry calculation of a cluster of 9 separate species, C21H60N6O9 in total at a distorted geometry, from OMol25.

Positions of all 96 atoms, in Å:
1 C 5.13 -0.03 -0.56
2 O 5.26 0.74 0.34
3 N 6.24 -0.19 -1.43
4 N 3.92 -0.66 -0.95
5 H 7.11 0.23 -1.14
6 H 6.15 -0.54 -2.38
7 H 3.98 -1.51 -1.50
8 H 3.38 -0.77 -0.09
9 C -0.94 0.65 -0.33
10 O -1.45 1.50 -1.02
11 N -1.67 -0.12 0.49
12 N 0.43 0.48 -0.31
13 H -2.60 0.06 0.84
14 H -1.21 -0.97 0.80
15 H 1.04 1.13 -0.79
16 H 0.84 -0.25 0.23
17 C -1.33 0.54 -4.67
18 O -0.79 0.61 -5.75
19 N -1.73 -0.77 -4.18
20 N -1.76 1.64 -3.98
21 H -1.41 -1.60 -4.65
22 H -1.88 -0.85 -3.18
23 H -1.56 1.66 -2.98
24 H -1.36 2.42 -4.50
25 C -2.60 -4.91 2.49
26 C -2.71 -3.42 2.42
27 C -1.39 -2.74 2.87
28 O -2.93 -2.95 1.07
29 H -3.48 -5.46 2.14
30 H -2.21 -5.32 3.41
31 H -1.84 -5.15 1.73
32 H -3.62 -3.14 2.95
33 H -0.65 -3.10 2.13
34 H -1.09 -3.00 3.89
35 H -1.49 -1.65 2.87
36 H -3.82 -3.23 0.80
37 C 1.94 -1.47 3.80
38 C 1.64 -0.48 2.71
39 C 2.13 0.91 2.97
40 O 2.32 -0.93 1.52
41 H 2.98 -1.36 4.10
42 H 1.73 -2.47 3.44
43 H 1.35 -1.22 4.69
44 H 0.61 -0.47 2.37
45 H 3.18 0.88 3.25
46 H 1.66 1.32 3.86
47 H 1.93 1.51 2.10
48 H 2.10 -1.88 1.54
49 C -6.38 1.47 1.60
50 C -4.97 1.46 1.07
51 C -4.16 2.66 1.46
52 O -4.19 0.33 1.50
53 H -6.48 1.53 2.69
54 H -7.00 0.59 1.49
55 H -7.01 2.25 1.16
56 H -5.07 1.53 -0.01
57 H -4.05 2.72 2.55
58 H -4.64 3.57 1.13
59 H -3.17 2.61 1.01
60 H -4.65 -0.50 1.32
61 C 2.71 1.18 -3.35
62 C 3.05 1.93 -4.61
63 C 4.51 2.13 -4.78
64 O 2.66 1.19 -5.78
65 H 3.08 1.74 -2.48
66 H 3.14 0.17 -3.27
67 H 1.66 0.92 -3.22
68 H 2.42 2.82 -4.58
69 H 4.93 2.56 -3.88
70 H 4.68 2.84 -5.58
71 H 4.99 1.16 -4.94
72 H 1.71 1.09 -5.71
73 C 0.58 -5.12 0.16
74 C 1.72 -4.21 -0.27
75 C 1.13 -3.00 -1.05
76 O 2.32 -3.65 0.87
77 H -0.13 -4.56 0.76
78 H 1.04 -5.89 0.78
79 H 0.08 -5.59 -0.69
80 H 2.46 -4.62 -0.95
81 H 0.52 -3.28 -1.91
82 H 1.88 -2.29 -1.35
83 H 0.45 -2.47 -0.37
84 H 3.07 -4.22 1.07
85 C -1.84 4.77 0.15
86 C -1.39 4.64 1.56
87 C -0.07 3.94 1.63
88 O -1.22 5.99 1.99
89 H -1.13 5.43 -0.36
90 H -2.83 5.25 0.13
91 H -1.84 3.81 -0.35
92 H -2.14 4.13 2.18
93 H -0.16 2.87 1.42
94 H 0.41 4.01 2.62
95 H 0.62 4.43 0.94
96 H -0.81 6.03 2.86

As for the SMILES: NC(N)=O.NC(N)=O.NC(N)=O.CC(C)O.CC(C)O.CC(C)O.CC(C)O.CC(C)O.CC(C)O. The HOMO-LUMO gap comes out at 0.35128 Ha. The HOMO energy is -9.454 eV. As for the energy: -1841.89569 a.u. The calculation puts the relative energy (zero: lowest compared OMol25 entry of this formula, charge and spin) at 0.224 eV.

---

Record 2
The following is a quantum chemistry calculation of a cluster of 9 separate species, C21H60O9 in total at a distorted geometry, from OMol25.

Positions of all 90 atoms, in Å:
1 C 4.08 1.52 -5.55
2 C 2.93 1.02 -4.72
3 C 3.00 1.44 -3.26
4 O 1.74 1.54 -5.32
5 H 5.04 1.12 -5.22
6 H 4.12 2.61 -5.54
7 H 3.99 1.20 -6.59
8 H 2.86 -0.07 -4.75
9 H 2.83 2.51 -3.11
10 H 3.98 1.29 -2.79
11 H 2.23 0.90 -2.72
12 H 0.97 1.23 -4.81
13 C -0.13 4.43 -2.72
14 C -0.27 4.33 -1.21
15 C 1.09 4.28 -0.53
16 O -1.09 5.42 -0.74
17 H 0.56 5.21 -3.04
18 H -1.03 4.63 -3.32
19 H 0.25 3.48 -3.12
20 H -0.91 3.48 -0.99
21 H 1.49 3.26 -0.64
22 H 1.00 4.49 0.53
23 H 1.81 5.00 -0.92
24 H -0.55 6.22 -0.77
25 C -0.21 0.52 -0.24
26 C -0.58 -0.93 0.03
27 C 0.54 -1.62 0.81
28 O -1.79 -1.00 0.79
29 H 0.26 1.03 0.61
30 H -1.05 1.09 -0.64
31 H 0.59 0.49 -0.99
32 H -0.75 -1.48 -0.90
33 H 1.48 -1.62 0.25
34 H 0.24 -2.66 0.94
35 H 0.70 -1.16 1.78
36 H -2.11 -1.93 0.75
37 C -3.45 -4.75 2.67
38 C -2.15 -4.28 2.00
39 C -1.16 -5.40 1.77
40 O -2.49 -3.67 0.72
41 H -3.91 -5.49 2.01
42 H -4.10 -3.89 2.77
43 H -3.24 -5.23 3.62
44 H -1.72 -3.48 2.60
45 H -0.21 -4.95 1.48
46 H -1.47 -6.11 1.00
47 H -1.03 -5.93 2.71
48 H -2.97 -4.35 0.24
49 C -3.97 3.68 3.13
50 C -3.58 3.83 1.68
51 C -3.48 2.46 1.02
52 O -4.58 4.63 1.05
53 H -3.24 3.13 3.72
54 H -4.90 3.12 3.24
55 H -4.06 4.67 3.59
56 H -2.62 4.32 1.54
57 H -2.79 1.78 1.55
58 H -3.11 2.52 -0.01
59 H -4.43 1.93 1.06
60 H -4.31 4.87 0.17
61 C 1.48 1.92 3.22
62 C 0.25 1.22 3.81
63 C 0.67 0.20 4.86
64 O -0.54 2.25 4.40
65 H 1.30 2.47 2.29
66 H 2.20 1.15 2.91
67 H 1.93 2.55 3.98
68 H -0.31 0.74 3.00
69 H -0.16 -0.44 5.17
70 H 1.10 0.62 5.77
71 H 1.44 -0.44 4.41
72 H -1.30 1.86 4.83
73 C 3.99 -3.90 -1.25
74 C 3.61 -5.08 -0.36
75 C 2.34 -5.79 -0.85
76 O 4.65 -6.05 -0.38
77 H 4.17 -4.31 -2.25
78 H 4.94 -3.49 -0.92
79 H 3.22 -3.13 -1.29
80 H 3.47 -4.70 0.64
81 H 1.50 -5.10 -1.03
82 H 1.96 -6.44 -0.06
83 H 2.48 -6.37 -1.76
84 H 4.80 -6.34 -1.28
85 O -3.87 -0.28 -1.36
86 H -3.64 0.53 -1.83
87 H -3.51 -0.17 -0.47
88 O -0.51 0.74 -3.78
89 H -1.16 1.20 -3.25
90 H -0.85 -0.16 -3.87

As for the SMILES: CC(C)O.CC(C)O.CC(C)O.CC(C)O.CC(C)O.CC(C)O.CC(C)O.O.O. The HOMO-LUMO gap comes out at 0.36693 Ha. The HOMO energy is -9.823 eV. As for the energy: -1513.23922 a.u. The calculation puts the relative energy (zero: lowest compared OMol25 entry of this formula, charge and spin) at 0.225 eV.

---

Record 3
The following is a quantum chemistry calculation of a cluster of 7 separate species, C21H61N4O9 in total at a distorted geometry, from OMol25.

Positions of all 95 atoms, in Å:
1 N -1.12 0.06 -0.13
2 H -2.23 -0.47 -0.30
3 H -0.94 0.50 -1.06
4 H -0.51 -0.64 0.21
5 H -1.22 0.90 0.47
6 C -0.87 -2.78 -2.84
7 O -0.97 -1.40 -3.04
8 H -0.23 -3.20 -3.37
9 H -1.67 -3.21 -3.22
10 H -0.78 -3.17 -1.81
11 H -1.74 -1.24 -3.71
12 C -5.40 0.99 -0.83
13 O -4.14 1.24 -1.44
14 H -6.22 1.38 -1.45
15 H -5.52 1.38 0.10
16 H -5.64 0.02 -0.58
17 H -3.92 1.57 -2.43
18 C -2.54 2.65 2.68
19 O -2.75 2.41 1.36
20 H -3.29 3.26 2.88
21 H -1.64 3.15 2.68
22 H -2.42 1.62 3.25
23 H -3.42 3.04 1.11
24 C -3.77 -1.07 2.53
25 O -2.92 -1.72 1.74
26 C -2.07 -2.72 2.43
27 C -1.58 -3.64 1.31
28 N -0.49 -4.43 1.72
29 C -0.41 -5.56 0.82
30 C 0.39 -6.66 1.40
31 O 0.76 -7.68 0.45
32 C 1.36 -8.85 1.08
33 H -3.37 -0.65 3.53
34 H -4.53 -1.75 2.91
35 H -4.28 -0.17 1.88
36 H -2.68 -3.20 3.15
37 H -1.14 -2.26 3.00
38 H -1.12 -3.01 0.66
39 H -2.42 -4.22 0.84
40 H -0.93 -4.73 2.66
41 H 0.16 -5.34 -0.18
42 H -1.29 -6.04 0.55
43 H -0.12 -7.20 2.22
44 H 1.28 -6.16 1.75
45 H 2.24 -8.61 1.76
46 H 1.85 -9.51 0.19
47 H 0.43 -9.33 1.80
48 C 4.06 -3.88 -3.50
49 O 3.65 -2.56 -3.25
50 C 3.18 -2.33 -2.00
51 C 2.58 -0.87 -2.09
52 N 1.89 -0.51 -0.80
53 C 2.84 -0.06 0.17
54 C 3.39 1.31 -0.26
55 O 4.07 1.89 0.78
56 C 4.38 3.32 0.66
57 H 4.90 -4.21 -2.75
58 H 4.08 -4.20 -4.56
59 H 3.32 -4.53 -2.90
60 H 3.99 -2.42 -1.36
61 H 2.63 -3.19 -1.82
62 H 1.97 -1.19 -2.94
63 H 3.34 -0.50 -2.46
64 H 1.72 -1.48 -0.31
65 H 3.65 -0.88 0.16
66 H 2.44 0.24 1.23
67 H 2.72 2.09 -0.87
68 H 3.95 1.31 -1.01
69 H 4.53 4.00 1.45
70 H 3.31 3.51 0.27
71 H 4.91 3.35 -0.21
72 C 0.85 1.84 -3.70
73 O 0.54 2.25 -2.29
74 C 0.74 3.61 -2.02
75 C 0.05 3.73 -0.60
76 N 0.45 5.04 -0.13
77 C -0.10 5.26 1.25
78 C -0.12 6.79 1.63
79 O -0.64 6.69 2.92
80 C -0.69 8.01 3.65
81 H 0.18 2.47 -4.39
82 H 0.70 0.93 -4.10
83 H 1.81 2.06 -3.77
84 H -0.06 4.18 -2.83
85 H 1.63 3.97 -2.20
86 H 0.59 3.15 0.10
87 H -1.05 3.47 -0.60
88 H 0.05 5.64 -0.68
89 H 0.27 4.61 1.96
90 H -1.11 4.80 1.09
91 H -0.68 7.61 1.07
92 H 0.82 7.23 1.64
93 H -1.61 8.63 3.25
94 H 0.50 8.45 3.70
95 H -0.78 7.87 4.72

The HOMO-LUMO gap comes out at 0.32293 Ha. The HOMO energy is -11.085 eV. As for the energy: -1731.93267 a.u. As for the total charge: +1. The calculation puts the relative energy (zero: lowest compared OMol25 entry of this formula, charge and spin) at 4.895 eV.